Density functional theory data (ωB97M-V with the def2-TZVPD basis set) for a molecular structure, C31H34F3N11O2SSeSm.

```
84
C31H34F3N11O2SSeSm (ωB97M-V with the def2-TZVPD basis set)
Sm 1.52 0.22 0.14
C 3.25 -3.90 -1.85
C 2.35 -2.81 -1.37
N 2.55 -2.08 -0.25
N 3.67 -2.41 0.55
C 3.59 -2.25 1.93
N 4.41 -3.08 2.60
S 2.64 -0.99 2.64
C 1.20 -2.45 -2.14
C 0.77 -3.22 -3.25
C -0.31 -2.75 -4.07
C -0.96 -1.57 -3.70
C -0.53 -0.91 -2.52
N 0.54 -1.32 -1.79
H 4.11 -4.04 -1.18
H 3.65 -3.79 -2.84
H 2.76 -4.83 -1.80
H 4.59 -2.51 0.04
H 4.86 -3.90 2.16
H 4.49 -2.94 3.60
H 1.15 -4.24 -3.31
H -0.64 -3.23 -4.97
H -1.85 -1.27 -4.25
H -1.18 -0.14 -2.08
F 4.61 -1.42 -2.17
C 5.10 -0.22 -2.58
F 6.20 -0.06 -1.70
F 5.56 -0.35 -3.88
C 4.14 1.00 -2.23
O 4.52 1.98 -2.85
O 3.17 0.78 -1.40
Se 2.45 2.39 2.18
C 4.01 3.14 1.37
C 4.07 4.52 1.10
C 5.17 4.98 0.37
N 6.24 4.25 0.07
C 6.17 2.92 0.30
C 5.11 2.34 1.00
H 3.25 5.12 1.45
H 5.20 5.99 0.03
H 6.96 2.26 0.00
H 5.13 1.33 1.32
C -1.80 4.14 -2.62
C -1.78 3.71 -1.12
C -3.04 2.92 -0.75
C -1.44 4.87 -0.12
C -0.63 2.78 -0.93
N 0.24 2.16 -0.46
H -2.32 5.13 -2.79
H -2.37 3.37 -3.21
H -0.83 4.18 -3.07
H -3.74 3.69 -0.40
H -3.04 2.33 0.17
H -3.53 2.37 -1.52
H -2.29 5.54 -0.09
H -0.59 5.48 -0.48
H -1.38 4.50 0.89
C -0.42 -3.07 1.42
C -1.11 -1.76 1.72
N -0.51 -0.55 1.51
C -1.36 0.36 2.09
C -2.47 -0.24 2.58
N -2.31 -1.62 2.44
C -3.22 -2.67 2.90
N -4.63 -2.32 2.79
N -5.48 -3.17 3.52
N -6.71 -2.83 3.23
C -6.73 -1.78 2.35
C -7.81 -1.12 1.83
C -7.48 -0.14 0.92
C -6.23 0.21 0.55
C -5.10 -0.53 0.95
C -5.37 -1.53 1.92
H 0.66 -2.77 1.26
H -0.86 -3.65 0.54
H -0.38 -3.71 2.33
H -1.13 1.47 2.13
H -3.35 0.21 3.11
H -3.06 -2.79 3.96
H -2.92 -3.55 2.32
H -8.71 -1.20 2.36
H -8.32 0.34 0.46
H -6.06 1.05 -0.08
H -4.06 -0.32 0.68
```

calculated total energy: -155417.4568 eV
⟨S²⟩: 8.76
spin multiplicity: 6
highest occupied orbital energy (spin up / spin down): -0.33115 / -0.33168 Eh
Kohn-Sham gap (spin up / spin down): 4.74 / 4.76 eV
net charge: +1

Charges in e, computed with Mulliken, in the same order as the atoms: 1.0765 -1.9866 0.4633 0.9636 -0.9699 0.5231 -0.4382 -0.2029 0.6799 -0.9154 -0.5132 -0.9315 -0.0767 0.4391 0.3839 0.4041 0.6048 0.3237 0.2240 0.2675 0.3883 0.4844 0.4338 0.3792 -0.2112 0.6844 -0.2498 -0.2406 0.1213 -0.5382 -0.4236 -0.3867 0.2768 -0.4021 -0.3253 -0.6015 -0.4091 -0.3519 0.4091 0.3814 0.3694 0.5351 -1.6006 2.2124 -1.8293 -1.5615 -0.2366 -0.3324 0.3446 0.3718 0.4285 0.4521 0.2876 0.4444 0.4620 0.3872 0.3826 -0.5774 0.0590 0.4257 -0.5447 -0.8393 0.3339 -0.4891 0.4271 -0.7530 -0.4638 0.2555 -0.6984 -0.4423 -0.6188 -0.4093 0.7721 -0.4915 0.3104 0.5079 0.5209 0.3890 0.2989 0.3684 0.4301 0.3707 0.4186 0.5842

=====

Density functional theory data (ωB97M-V with the def2-TZVPD basis set) for a molecular structure, C31H34FINO22P2S2.

```
94
C31H34FINO22P2S2 (ωB97M-V with the def2-TZVPD basis set)
C 3.55 1.15 0.57
C 2.69 -0.04 0.08
C 3.02 -0.74 -1.12
S 4.44 -0.29 -2.11
O 4.11 0.78 -3.01
O 5.61 -0.03 -1.34
F 4.69 -1.58 -3.07
C 2.18 -1.80 -1.55
C 1.02 -2.19 -0.82
C 0.16 -3.34 -1.40
O -0.44 -3.11 -2.46
O 0.13 -4.47 -0.82
C 0.66 -1.51 0.38
C 1.54 -0.43 0.79
S 1.03 0.45 2.29
C -0.75 0.49 2.03
C -1.32 -0.72 1.48
C -2.74 -0.75 1.24
C -3.50 -1.96 0.69
C -3.07 -2.38 -0.75
O -2.70 -1.56 -1.54
I -3.21 -4.50 -1.22
C -3.50 0.40 1.56
C -2.91 1.59 2.09
P -4.04 3.02 2.39
P -4.58 3.65 0.35
O -3.54 4.56 -0.19
O -4.61 2.33 -0.61
O -6.08 4.30 0.31
C -1.52 1.65 2.33
O -0.90 2.79 2.82
C -0.70 3.68 1.68
C 0.76 3.78 1.18
C 0.80 3.50 -0.36
O 1.33 5.10 1.42
N -0.50 -1.86 1.15
H 3.31 1.44 1.61
H 4.63 0.94 0.53
H 3.27 2.02 -0.06
H 2.47 -2.30 -2.48
H -4.59 -1.73 0.68
H -3.39 -2.84 1.35
H -4.59 0.37 1.37
H -3.34 4.12 2.95
H -5.12 2.53 -1.42
H -6.00 5.26 0.14
H -1.30 3.30 0.83
H -1.06 4.71 1.87
H 1.46 3.05 1.64
H 0.14 4.27 -0.83
H 0.44 2.48 -0.61
H 1.83 3.59 -0.76
H 2.28 4.94 1.33
H -0.21 -2.31 2.01
C -8.22 7.02 2.24
C -9.43 6.38 2.88
O -9.00 5.04 3.09
C -7.64 5.04 3.14
O -6.98 4.11 3.47
O -7.14 6.25 2.77
H -8.12 8.07 2.49
H -8.22 6.91 1.15
H -9.68 6.83 3.84
H -10.31 6.41 2.23
C 7.09 -0.75 -5.12
C 7.47 0.54 -4.46
O 8.63 0.94 -5.20
C 8.58 0.33 -6.41
O 9.31 0.57 -7.32
O 7.58 -0.59 -6.45
H 6.02 -0.92 -5.12
H 7.59 -1.61 -4.66
H 6.70 1.31 -4.58
H 7.69 0.43 -3.41
C 0.93 -6.78 -3.07
C 1.45 -6.61 -4.47
O 1.80 -7.94 -4.84
C 1.06 -8.79 -4.08
O 0.98 -9.96 -4.25
O 0.41 -8.12 -3.09
H 0.15 -6.06 -2.82
H 1.72 -6.72 -2.32
H 0.69 -6.23 -5.16
H 2.32 -5.95 -4.51
C 2.21 -3.25 5.88
C 2.22 -4.20 4.71
O 1.30 -3.59 3.81
C 1.25 -2.27 4.11
O 0.71 -1.45 3.43
O 1.90 -2.00 5.26
H 3.17 -3.20 6.39
H 1.44 -3.48 6.61
H 3.19 -4.27 4.23
H 1.89 -5.20 4.99
```

calculated total energy: -130301.3985 eV
spin multiplicity: 1
highest occupied orbital energy: -0.19267 Eh
Kohn-Sham gap: 6.72 eV
net charge: -1

Charges in e, computed with Mulliken, in the same order as the atoms: -1.9853 0.2195 0.6773 1.4259 -0.6284 -0.6345 -0.2441 -0.2518 0.6122 -0.2305 -0.6770 -0.7308 -0.9417 0.7528 -0.6958 1.3586 -0.0439 0.3580 -1.0201 0.2453 -0.4165 -0.0297 -0.8587 0.3546 -0.0323 1.0543 -0.6877 -0.5024 -0.4892 -0.6786 -0.6185 -0.5478 0.8599 -1.5037 -0.6442 0.5591 0.4496 0.5248 0.2004 0.5510 0.3688 0.5021 0.3187 0.0696 0.3119 0.3202 0.2450 0.3300 0.0210 0.3500 0.2398 0.4538 0.3971 0.1668 -0.2898 -0.3285 -0.3392 0.6810 -0.4806 -0.3122 0.3045 0.2185 0.2559 0.2900 -0.1414 -0.1606 -0.3609 0.5714 -0.5254 -0.3527 0.2278 0.2178 0.2516 0.2662 0.0808 -0.2279 -0.3448 0.6223 -0.5628 -0.3221 0.0412 0.1464 0.2787 0.2534 -0.3799 -0.3614 -0.2690 0.3086 -0.2379 -0.3447 0.2984 0.2709 0.2762 0.2756

=====

Density functional theory data (ωB97M-V with the def2-TZVPD basis set) for a molecular structure, C31H34IrN7O4.

```
77
C31H34IrN7O4 (ωB97M-V with the def2-TZVPD basis set)
Ir 0.30 -0.18 -0.19
O -1.21 3.69 5.70
N -0.06 3.30 5.64
O 0.77 3.47 6.51
C 0.37 2.55 4.46
C 1.63 2.02 4.52
C 2.15 1.22 3.48
C 3.45 0.67 3.51
C 3.86 -0.10 2.46
C 3.00 -0.33 1.38
N 1.78 0.18 1.32
C 1.35 0.95 2.35
C 0.04 1.52 2.27
N -0.68 1.22 1.17
C -1.89 1.73 1.01
C -2.45 2.60 1.94
C -1.74 2.92 3.08
C -0.47 2.35 3.30
H 2.23 2.22 5.39
H 4.08 0.87 4.36
H 4.85 -0.54 2.44
H 3.32 -0.95 0.56
H -2.43 1.46 0.11
H -3.42 3.02 1.76
H -2.15 3.61 3.80
C -1.73 2.13 -3.60
C -1.21 1.23 -2.53
N -0.39 1.63 -1.60
O 0.07 2.94 -1.72
C -1.57 -0.16 -2.47
C -2.50 -0.83 -3.43
N -1.03 -0.84 -1.48
O -1.27 -2.07 -1.29
H -1.64 3.17 -3.29
H -2.77 1.89 -3.82
H -1.15 2.00 -4.52
H 0.15 3.26 -0.81
H -2.37 -0.43 -4.43
H -3.54 -0.70 -3.14
H -2.29 -1.89 -3.42
C 3.54 1.60 -1.69
N 3.28 1.37 -3.13
C 4.49 0.85 -3.81
C 2.06 0.50 -3.33
C 2.15 -0.87 -2.70
C 2.76 -1.88 -3.46
C 2.90 -3.16 -2.97
C 2.45 -3.46 -1.70
C 1.83 -2.47 -0.94
C 1.64 -1.17 -1.43
H 4.40 2.25 -1.57
H 3.73 0.65 -1.21
H 2.67 2.06 -1.23
H 3.05 2.27 -3.55
H 4.80 -0.09 -3.34
H 5.30 1.58 -3.72
H 4.29 0.68 -4.86
H 1.92 0.40 -4.41
H 1.22 1.04 -2.91
H 3.09 -1.65 -4.47
H 3.36 -3.93 -3.58
H 2.56 -4.45 -1.29
H 1.49 -2.73 0.05
N -1.69 -1.48 1.35
C -1.60 -2.23 2.51
C -2.02 -1.72 3.74
C -1.96 -2.51 4.87
C -1.48 -3.81 4.80
C -1.05 -4.32 3.57
C -1.09 -3.54 2.44
H -1.70 -2.00 0.47
H -2.33 -0.70 1.38
H -2.41 -0.71 3.80
H -2.29 -2.12 5.82
H -1.44 -4.43 5.68
H -0.69 -5.34 3.51
H -0.76 -3.92 1.48
```

calculated total energy: -54138.8821 eV
spin multiplicity: 1
highest occupied orbital energy (spin up / spin down): -0.45796 / -0.46278 Eh
Kohn-Sham gap (spin up / spin down): 5.34 / 5.82 eV
net charge: +2

Charges in e, computed with Mulliken, in the same order as the atoms: 1.2313 -0.6067 1.0660 -0.6063 -0.6628 -0.5452 0.8803 -0.6873 -1.3477 -0.0636 0.2316 -0.1322 0.0432 0.0951 -0.4086 -1.2491 -0.6706 0.6578 0.6312 0.5474 0.4819 0.6024 0.5655 0.4813 0.6718 -1.8303 0.9120 -0.0173 -0.5627 0.2799 -1.9297 0.7476 -0.9014 0.4243 0.4818 0.3281 0.3856 0.5038 0.3041 0.4316 -0.7313 0.0102 -0.8513 -0.7906 1.2140 -0.4611 -0.9576 -0.8861 0.3299 -0.1381 0.4586 0.3845 0.1188 0.3600 0.4202 0.3422 0.3535 0.7574 -0.7153 0.5224 0.4561 0.5103 0.5065 -0.3442 0.5771 -0.3113 -0.7961 -0.4770 -0.7277 -0.3515 0.3320 0.1127 0.3839 0.4105 0.4078 0.4063 0.3998

=====

Which value of net charge does entry 1 give? +1

=====

Among the records above, which one has the lowest net charge? C31H34FINO22P2S2